Record 1
Molecular formula: C4H12NP2
Method: DFT, ωB97M-V/def2-TZVPD

```
! RIJCOSX wB97M-V def2-TZVPD def2/J DEFGRID3
* xyz 1 3
C 1.3694 -1.0392 -2.3268
C 1.0622 -1.2833 -0.8986
C 0.0703 -0.5700 -1.7820
C -0.4629 0.8422 2.3753
N -0.2064 0.8502 -1.4847
P -0.7781 1.0786 0.7524
P -0.9349 -0.5427 3.3966
H 2.2078 -0.2878 -2.5021
H 1.3658 -1.8915 -2.9865
H 1.0299 -2.1971 -0.3992
H 1.5865 -0.6037 -0.1403
H -0.9164 -1.1046 -1.9360
H 0.4006 1.4376 2.7864
H 0.7370 1.3490 -1.5681
H -1.0296 1.1814 -1.9318
H -0.7464 2.3839 0.5388
H -1.9397 0.4599 0.1704
H -2.3066 -0.3330 3.3218
H -0.5085 0.2703 4.6143
*
```

The calculation puts the relative energy (zero: lowest compared OMol25 entry of this formula, charge and spin) at 0.0 kcal per mole. Its largest force on an atom is 4.48 eV Å⁻¹. As for the LUMO energy (alpha / beta): -2.90 / -6.74 eV. The calculated total energy comes out at -896.58020 Ha.

Atom charges from the Löwdin analysis, given in e for atoms 1 to 2:
1. C -0.102
2. C -0.148

---

Record 2
Molecular formula: C27H35CoN10OS
Method: DFT, ωB97M-V/def2-TZVPD

```
! RIJCOSX wB97M-V def2-TZVPD def2/J DEFGRID3
* xyz 1 2
Co 0.1281 0.0980 1.0850
C -4.6932 1.1815 1.5906
C -3.5142 2.0664 1.7281
N -3.5284 3.3219 2.0226
N -2.2124 3.6927 2.0317
C -1.3586 2.7023 1.7428
S 0.3101 2.7245 1.6313
N -2.2142 1.6376 1.5439
N -1.7888 0.3430 1.2691
H -5.5906 1.7590 1.7936
H -4.6409 0.3499 2.2950
H -4.7551 0.7688 0.5819
H -1.9551 4.6403 2.2490
H -1.9889 -0.2650 2.0614
H -2.1864 -0.0631 0.3993
C 4.0469 -1.3165 -0.0847
C 4.6389 -1.5169 1.1542
C 3.9061 -1.2605 2.2948
C 2.5963 -0.7933 2.1880
N 2.0437 -0.5590 0.9773
C 2.7536 -0.8391 -0.1199
C 1.7003 -0.5426 3.3244
C 2.0846 -0.7494 4.6498
C 1.1931 -0.5022 5.6783
C -0.0780 -0.0360 5.3717
C -0.4493 0.1701 4.0493
C 0.4167 -0.0786 2.9833
H 4.5706 -1.5248 -1.0066
H 5.6551 -1.8807 1.2282
H 4.3407 -1.4274 3.2687
H 2.2576 -0.6865 -1.0685
H 3.0783 -1.1057 4.8900
H 1.4855 -0.6669 6.7062
H -0.7836 0.1730 6.1663
H -1.4463 0.5788 3.8873
O -0.4082 -2.1920 1.3895
C -0.0626 -3.2857 0.5364
C -0.7380 -3.0751 -0.8001
C -2.2817 -3.2049 -0.7275
C -3.0543 -2.1368 -1.4598
C -3.7127 -2.4420 -2.6468
C -4.3917 -1.4510 -3.3342
C -4.3999 -0.1661 -2.8184
C -3.7343 0.0494 -1.6260
N -3.0864 -0.8999 -0.9512
H -0.0636 -2.3207 2.2814
H -0.4109 -4.2240 0.9794
H 1.0255 -3.3373 0.4306
H -0.3514 -3.8392 -1.4780
H -0.4451 -2.1149 -1.2191
H -2.6133 -3.2205 0.3136
H -2.5618 -4.1640 -1.1624
H -3.6774 -3.4523 -3.0313
H -4.9032 -1.6785 -4.2603
H -4.9133 0.6437 -3.3166
H -3.7182 1.0446 -1.1882
C 3.5301 0.9453 -4.1108
C 3.1353 2.3652 -3.7192
C 3.7753 2.7732 -2.3953
C 1.6142 2.5462 -3.7066
N 0.9569 1.6657 -2.7445
C 0.8385 1.7791 -1.4214
N 0.2573 0.6897 -0.9681
N 0.0177 -0.0836 -2.0509
N 0.4335 0.4887 -3.1122
H 4.6126 0.8696 -4.2113
H 3.0777 0.6441 -5.0561
H 3.2190 0.2269 -3.3480
H 3.4881 3.0489 -4.4970
H 3.5522 2.0495 -1.6063
H 3.4406 3.7590 -2.0656
H 4.8597 2.8087 -2.4951
H 1.1800 2.3007 -4.6741
H 1.3401 3.5699 -3.4521
H 1.1516 2.6264 -0.8399
*
```

The calculation puts the relative energy (zero: lowest compared OMol25 entry of this formula, charge and spin) at 5.4 kcal per mole. Its largest force on an atom is 1.80 eV Å⁻¹. As for the LUMO energy (alpha / beta): -2.06 / -2.06 eV. The calculated total energy comes out at -3453.43135 Ha.

Atom charges from the Löwdin analysis, given in e for atoms 1 to 2:
1. Co 0.317
2. C 0.015

---

Record 3
Molecular formula: C2H6O2
Method: DFT, ωB97M-V/def2-TZVPD

```
! RIJCOSX wB97M-V def2-TZVPD def2/J DEFGRID3
* xyz 1 2
C -0.0308 0.9813 -0.2376
C -0.8825 0.2979 -1.1043
O -0.3551 -0.7469 -1.7288
H -0.1195 1.9339 0.2683
H 0.9203 0.4549 -0.1293
H -1.7895 0.7509 -1.5105
H -0.8628 -1.5379 -1.4577
H 0.8740 0.0351 1.9014
H 0.8451 -1.4463 1.8183
O 1.4008 -0.7229 2.1801
*
```

The calculation puts the relative energy (zero: lowest compared OMol25 entry of this formula, charge and spin) at 41.6 kcal per mole. Its largest force on an atom is 2.22 eV Å⁻¹. As for the LUMO energy (alpha / beta): -6.19 / -9.88 eV. The calculated total energy comes out at -229.86602 Ha.

Atom charges from the Löwdin analysis, given in e for atoms 1 to 2:
1. C 0.285
2. C -0.037

---

Record 4
Molecular formula: C23H54N2O9S3
Method: DFT, ωB97M-V/def2-TZVPD

```
! RIJCOSX wB97M-V def2-TZVPD def2/J DEFGRID3
* xyz 0 1
O -2.6848 0.2439 -6.5857
S -2.0431 -0.8730 -5.7990
O -0.8657 -1.5477 -6.3032
C -1.8644 -0.3174 -3.9818
C -2.7784 -1.1938 -3.1245
C -3.9403 -1.5772 -4.1120
C -3.3132 -2.0708 -5.4211
H -2.0754 0.7295 -4.1999
H -0.8335 -0.4657 -3.6605
H -2.1754 -2.0564 -2.8409
H -3.1576 -0.7317 -2.2130
H -4.4620 -0.7093 -4.5155
H -4.6991 -2.2347 -3.6877
H -3.8699 -2.3339 -6.3206
H -2.7513 -2.9461 -5.0953
O 2.7059 -3.5552 0.9462
S 2.1039 -3.1781 -0.3326
O 0.8160 -3.7639 -0.7013
C 2.1679 -1.3548 -0.6189
C 3.3331 -1.0451 -1.5436
C 4.3026 -2.2620 -1.5517
C 3.3992 -3.5770 -1.5714
H 1.7713 -0.7551 0.2003
H 1.2084 -1.2534 -1.1262
H 3.0529 -0.8026 -2.5687
H 3.7656 -0.0733 -1.3052
H 5.0396 -2.2121 -0.7502
H 4.8992 -2.0552 -2.4402
H 3.7628 -4.5924 -1.4136
H 2.8097 -3.5095 -2.4857
O -1.3257 -1.6705 -0.2607
S -2.1580 -2.3692 0.7495
O -3.3102 -1.6837 1.4260
C -2.6942 -4.0077 0.1135
C -2.5265 -4.9702 1.2747
C -1.3084 -4.5577 2.1690
C -1.0224 -3.0501 2.0311
H -1.9920 -4.2557 -0.6825
H -3.7011 -3.9340 -0.2974
H -3.4155 -4.7755 1.8745
H -2.4996 -6.0218 0.9892
H -0.4231 -5.0398 1.7545
H -1.4908 -4.8462 3.2042
H 0.0013 -3.0149 1.6584
H -0.9891 -2.4630 2.9489
C -4.2715 0.5183 3.5143
O -3.4511 0.7171 4.6670
C -2.1481 0.1556 4.5377
C -1.2005 0.9669 5.5033
C -1.2739 2.4825 5.2985
N 0.1690 0.6013 5.2844
H -3.7848 1.0108 2.6724
H -5.2441 1.0045 3.5898
H -4.4616 -0.5480 3.3922
H -2.0192 -0.8981 4.7848
H -1.7436 0.3191 3.5389
H -1.2943 0.6289 6.5353
H -0.6291 2.9985 6.0098
H -2.3156 2.8015 5.3340
H -1.0059 2.7169 4.2683
H 0.8008 0.9373 5.9971
H 0.3574 -0.3885 5.2149
C 1.7094 4.8460 -0.5766
O 3.0868 4.6139 -0.3788
C 3.8382 4.0866 -1.4564
C 5.2682 3.8488 -0.9579
C 5.9148 5.1077 -0.3261
N 6.1249 3.2532 -1.9879
H 1.1266 4.9895 0.3332
H 1.2769 3.9899 -1.0943
H 1.5651 5.7278 -1.2009
H 3.3394 3.1587 -1.7361
H 3.8928 4.7804 -2.2953
H 5.0575 3.0635 -0.2320
H 6.9896 4.9818 -0.1957
H 5.4885 5.3657 0.6434
H 5.8223 5.9423 -1.0210
H 6.4582 4.0209 -2.5532
H 6.8783 2.8489 -1.4502
C -2.5401 1.8243 0.1286
C -1.0181 1.7840 -0.2180
C -0.1032 1.3792 0.9318
O -0.8662 0.8204 -1.2347
H -2.9524 0.8912 0.5126
H -3.1569 2.2341 -0.6712
H -2.7725 2.4921 0.9582
H -0.7099 2.7487 -0.6211
H -0.5195 1.8900 1.8001
H 0.9036 1.7426 0.7262
H -0.1708 0.3095 1.1299
H -1.1838 -0.0323 -0.9288
*
```

The calculation puts the relative energy (zero: lowest compared OMol25 entry of this formula, charge and spin) at 67.8 kcal per mole. Its largest force on an atom is 3.41 eV Å⁻¹. As for the LUMO energy: 0.31 eV. Its SMILES is O=S1(=O)CCCC1.O=S1(=O)CCCC1.O=S1(=O)CCCC1.COC[C@H](C)N.COC[C@H](C)N.CC(C)O. The calculated total energy comes out at -2889.80032 Ha.

Atom charges from the Löwdin analysis, given in e for atoms 1 to 2:
1. O -0.370
2. S 0.730

---

Record 5
Molecular formula: C38H35ClLaN2Si2
Method: DFT, ωB97M-V/def2-TZVPD

```
! RIJCOSX wB97M-V def2-TZVPD def2/J DEFGRID3
* xyz 1 1
C 2.2982 -3.0345 2.3128
C 2.4515 -2.1502 1.2066
C 2.4058 -0.8213 1.7016
H 2.7036 -2.4342 0.1864
C 2.2504 -0.8737 3.1239
C 2.1799 -2.2552 3.4980
H 2.0855 -2.6476 4.5142
H 2.3981 -4.1193 2.2754
H 2.5795 0.0781 1.1082
H 2.2183 -0.0159 3.7964
La -0.1251 -1.7064 2.3688
Si -1.6262 0.1296 -1.6523
C -0.5616 -0.3793 -3.0732
C -1.1563 -0.2863 -4.3415
H -2.1802 0.0551 -4.4370
C -0.3856 -0.5310 -5.4793
H -0.8378 -0.4545 -6.4606
C 0.9789 -0.8002 -5.3759
H 1.5867 -0.9574 -6.2652
C 1.5667 -0.9032 -4.1059
H 2.6475 -1.0166 -3.9917
C 0.7733 -0.8282 -2.9586
H 1.2390 -0.9947 -1.9732
C -0.5707 1.2298 -0.5024
C 0.7999 1.5061 -0.8145
H 1.2104 1.1931 -1.7718
C 1.6431 2.2882 0.0193
H 2.6337 2.6088 -0.3094
C 1.0986 2.7085 1.2803
H 1.7042 3.3593 1.9129
C -0.0582 2.0453 1.7651
H -0.2277 1.9598 2.8488
C -0.9347 1.4743 0.8538
H -1.8994 1.1176 1.2132
H -1.4602 -1.0693 -0.7744
Si 0.2686 3.4270 -0.4058
C -0.1236 5.1945 0.2934
C 0.3058 6.3141 -0.4414
H 0.8002 6.1798 -1.4041
C 0.0726 7.6112 0.0401
H 0.4044 8.4751 -0.5485
C -0.6071 7.8022 1.2459
H -0.8009 8.8171 1.6103
C -1.0545 6.6887 1.9637
H -1.5834 6.8248 2.9075
C -0.8530 5.3963 1.4730
H -1.2861 4.5492 2.0047
C 0.0648 3.6908 -2.3508
C 1.1445 3.5884 -3.2429
H 2.1713 3.6452 -2.8738
C 0.9073 3.3612 -4.6094
H 1.7498 3.2626 -5.3054
C -0.4000 3.2331 -5.0790
H -0.5857 3.0267 -6.1326
C -1.4794 3.3737 -4.1995
H -2.5023 3.2645 -4.5593
C -1.2415 3.6104 -2.8371
H -2.0851 3.6770 -2.1465
H -3.0179 0.0080 -2.0061
Cl -2.4302 -0.8638 3.2461
N -0.1395 -4.0453 0.6259
C -0.5101 -5.2706 1.3060
C -0.5850 -6.5002 0.6639
C -0.9064 -7.6541 1.4138
C -1.1860 -7.5750 2.7684
C -1.1651 -6.3204 3.4381
C -1.5297 -6.1565 4.7883
C -1.4996 -4.8995 5.3671
C -1.0437 -3.8111 4.6116
N -0.7158 -3.9220 3.2989
C -0.7816 -5.1657 2.6933
H 0.8333 -4.1148 0.3315
H -0.6330 -3.9910 -0.2573
H -0.3823 -6.5712 -0.4121
H -0.9444 -8.6232 0.9099
H -1.4438 -8.4673 3.3487
H -1.8458 -7.0344 5.3460
H -1.8252 -4.7167 6.3919
H -0.9643 -2.7939 5.0250
*
```

The calculation puts the relative energy (zero: lowest compared OMol25 entry of this formula, charge and spin) at 5.6 kcal per mole. Its largest force on an atom is 5.09 eV Å⁻¹. As for the LUMO energy (alpha / beta): -3.50 / -3.50 eV. The calculated total energy comes out at -2649.05425 Ha.

Atom charges from the Löwdin analysis, given in e for atoms 1 to 2:
1. C -0.237
2. C -0.204